The following is a DFT calculation (wB97M-V/def2-TZVPD) of C38H46F6N9O5PbS3 as an isolated structure.

## Properties
Kohn-Sham gap ... 6.07 eV
Spin multiplicity ... 1
Energy above the lowest of the compared OMol25 structures with the same formula, charge and spin ... 0.0 kJ/mol
LUMO level ... 2.2396 eV
Total charge ... -1
HOMO level ... -3.83 eV

Last column: Löwdin charge in e.
Cartesian coordinates (Å):
Pb: 0.632 -0.517 0.871  1.19
F: -3.370 4.143 1.546  0.12
C: -2.820 4.132 0.325  -0.66
F: -2.825 5.384 -0.139  0.13
F: -3.592 3.392 -0.461  0.14
S: -1.086 3.454 0.431  0.55
O: -1.264 2.029 0.339  -0.38
O: -0.585 4.023 1.646  -0.28
N: -0.330 4.087 -0.788  -0.29
S: -0.348 3.448 -2.232  0.58
O: -1.659 3.225 -2.778  -0.28
O: 0.665 2.454 -2.448  -0.29
C: 0.286 4.930 -3.132  -0.69
F: 0.382 4.630 -4.435  0.12
F: -0.529 5.973 -3.013  0.14
F: 1.495 5.291 -2.708  0.13
C: 3.598 0.472 -1.693  -0.09
C: 4.820 1.205 -1.162  -0.21
N: 4.690 1.669 0.215  -0.10
C: 4.062 2.962 0.462  -0.21
C: 2.556 2.918 0.693  -0.08
C: 4.890 0.767 1.214  -0.47
C: 4.838 1.308 2.625  -0.03
N: 5.161 -0.455 0.927  0.12
H: 3.743 0.205 -2.744  0.07
H: 2.708 1.096 -1.642  0.04
H: 3.431 -0.446 -1.133  0.05
H: 5.029 2.085 -1.776  0.11
H: 5.690 0.548 -1.204  0.10
H: 4.276 3.587 -0.407  0.12
H: 4.557 3.444 1.309  0.11
H: 2.038 2.519 -0.175  0.04
H: 2.166 3.920 0.870  0.08
H: 2.291 2.304 1.557  0.05
H: 5.639 2.034 2.780  0.09
H: 4.967 0.492 3.333  0.07
H: 3.896 1.812 2.842  0.06
H: 5.336 -0.977 1.782  0.03
C: 1.696 -4.419 -1.835  -0.05
C: 1.188 -3.534 -0.898  -0.14
N: 1.020 -2.244 -1.169  -0.03
C: 1.328 -1.786 -2.373  -0.12
C: 1.873 -2.589 -3.372  -0.20
C: 2.065 -3.933 -3.079  -0.02
C: 2.329 -1.955 -4.621  -0.05
C: 1.630 -1.090 -5.355  -0.03
C: 0.196 -0.779 -5.187  -0.29
C: -0.260 0.532 -5.249  0.00
C: -1.626 0.724 -5.192  -0.13
N: -2.484 -0.288 -5.100  0.09
C: -1.939 -1.492 -5.004  -0.22
N: -0.653 -1.803 -5.043  0.15
H: 1.821 -5.464 -1.583  0.10
H: 0.911 -3.835 0.108  0.09
H: 1.155 -0.729 -2.537  0.11
H: 2.492 -4.594 -3.824  0.11
H: 3.357 -2.155 -4.907  0.11
H: 2.131 -0.570 -6.164  0.11
H: 0.423 1.366 -5.327  0.11
H: -2.047 1.722 -5.221  0.11
H: -2.629 -2.325 -4.906  0.10
C: -2.417 -2.467 -1.140  -0.21
S: -2.214 -0.686 -0.919  0.82
O: -1.336 -0.236 -2.036  -0.53
C: -3.880 -0.137 -1.265  -0.36
C: -4.039 0.882 -2.186  -0.08
C: -5.305 1.407 -2.398  -0.07
C: -6.389 0.928 -1.680  -0.09
C: -6.213 -0.074 -0.733  -0.09
C: -4.953 -0.607 -0.517  -0.09
H: -2.259 -2.666 -2.200  0.05
H: -3.401 -2.797 -0.820  0.04
H: -1.644 -2.935 -0.531  0.02
H: -3.170 1.263 -2.701  0.08
H: -5.438 2.204 -3.117  0.11
H: -7.374 1.346 -1.844  0.10
H: -7.056 -0.438 -0.160  0.10
H: -4.805 -1.368 0.239  0.09
C: 1.881 -2.981 3.654  -0.08
C: 0.417 -3.066 3.966  -0.24
C: -0.016 -3.567 5.179  -0.10
C: -1.369 -3.681 5.489  -0.14
C: -2.291 -3.295 4.527  -0.10
C: -1.904 -2.793 3.295  -0.26
C: -2.941 -2.439 2.265  -0.09
C: -0.524 -2.640 2.976  -0.39
N: -0.109 -2.143 1.805  -0.25
H: 2.479 -3.344 4.491  0.07
H: 2.180 -1.955 3.429  0.03
H: 2.129 -3.565 2.763  0.07
H: 0.729 -3.878 5.906  0.09
H: -1.691 -4.072 6.444  0.08
H: -3.354 -3.386 4.735  0.10
H: -3.861 -2.077 2.733  0.07
H: -3.204 -3.306 1.650  0.08
H: -2.561 -1.668 1.593  0.02
C: -1.924 0.772 3.488  0.02
C: -0.567 0.709 4.085  -0.38
N: 0.559 0.580 3.430  0.02
C: 1.552 0.504 4.376  -0.16
C: 1.017 0.586 5.621  -0.09
N: -0.337 0.722 5.421  0.11
H: -1.854 1.124 2.458  0.06
H: -2.567 1.456 4.043  0.09
H: -2.376 -0.220 3.493  0.07
H: 2.585 0.370 4.104  0.08
H: 1.455 0.554 6.601  0.10
H: -1.048 0.771 6.131  0.15


The following is a DFT calculation (wB97M-V/def2-TZVPD) of one molecule with the formula C5H8O3 at a distorted geometry.

## Properties
Kohn-Sham gap (spin up / spin down) ... 8.84 / 6.93 eV
Spin multiplicity ... 1
Energy above the lowest of the compared OMol25 structures with the same formula, charge and spin ... 417.0 kJ/mol
LUMO level (spin up / spin down) ... 0.6065 / -0.1574 eV
HOMO level (spin up / spin down) ... -8.23 / -7.09 eV

Last column: Löwdin charge in e.
Cartesian coordinates (Å):
C: -2.120 0.367 -1.493  -0.27
C: 0.616 -0.363 -0.807  -0.15
C: -0.287 -1.057 -1.821  -0.16
C: -0.040 -0.084 0.469  -0.31
C: -0.042 1.345 1.030  -0.04
O: -3.080 1.000 -1.713  0.13
O: -1.301 -0.218 -2.356  -0.02
O: -0.596 -1.128 1.213  -0.01
H: 1.397 -1.054 -0.585  0.12
H: 1.110 0.444 -1.207  0.10
H: 0.093 -1.433 -2.746  0.12
H: -0.835 -1.857 -1.214  0.15
H: -1.010 1.569 1.494  0.08
H: 0.248 2.127 0.410  0.05
H: 0.559 1.503 1.924  0.07
H: -1.464 -0.997 1.719  0.15


The following is a DFT calculation (wB97M-V/def2-TZVPD) of a 7-piece molecular cluster, C4H24N3O7 overall at a distorted geometry.

## Properties
Kohn-Sham gap ... 9.84 eV
Spin multiplicity ... 1
Energy above the lowest of the compared OMol25 structures with the same formula, charge and spin ... 0.0 kJ/mol
LUMO level ... -2.4203 eV
Total charge ... +1
HOMO level ... -12.26 eV

Last column: Löwdin charge in e.
Cartesian coordinates (Å):
N: 1.715 -0.663 0.059  0.18
C: 0.578 -0.216 -0.782  -0.07
C: 0.609 1.289 -0.907  -0.45
N: -0.402 1.927 -1.517  0.09
C: -1.684 1.347 -1.894  -0.16
C: -2.577 0.982 -0.686  -0.26
N: -2.666 1.989 0.354  0.01
O: 1.594 1.894 -0.475  0.04
H: 1.564 -1.635 0.367  0.11
H: 1.715 -0.096 0.931  0.12
H: 2.566 -0.518 -0.479  0.15
H: -0.365 -0.584 -0.388  0.11
H: 0.656 -0.670 -1.778  0.13
H: -0.285 2.922 -1.608  0.16
H: -1.540 0.448 -2.515  0.13
H: -2.191 2.073 -2.534  0.13
H: -3.588 0.781 -1.053  0.12
H: -2.231 0.043 -0.229  0.09
H: -3.171 2.813 0.058  0.08
H: -1.778 2.291 0.730  0.03
H: 0.592 3.896 2.119  0.08
H: 0.832 3.025 0.781  0.03
O: 0.351 3.111 1.632  -0.04
H: 0.858 -3.813 1.567  0.10
H: 0.000 -2.549 1.737  0.03
O: 0.537 -3.046 1.065  -0.07
H: -0.157 -0.532 2.769  0.01
H: -1.641 -1.014 2.737  0.08
O: -0.728 -1.327 2.668  -0.06
H: 3.162 -2.274 -2.723  0.08
H: 1.779 -2.595 -1.960  0.01
O: 2.606 -2.068 -1.950  -0.07
H: 1.538 0.807 3.303  0.08
H: 0.686 1.555 2.204  0.03
O: 1.053 0.682 2.495  -0.05
H: -0.277 -3.937 -1.915  0.08
H: 0.155 -3.206 -0.603  0.01
O: 0.135 -3.129 -1.582  -0.06


The following is a DFT calculation (wB97M-V/def2-TZVPD) of a 2-piece molecular cluster, C22H23BrN2O6 overall at a distorted geometry.

## Properties
Kohn-Sham gap ... 8.91 eV
Spin multiplicity ... 1
SMILES ... CNC(=O)[C@H](Cc1ccccc1)NC(C)=O.O=C(O)C(=O)CC(=O)c1cccc(Br)c1
LUMO level ... -0.1951 eV
HOMO level ... -9.10 eV

Last column: Löwdin charge in e.
Cartesian coordinates (Å):
O: -1.839 -2.802 0.974  0.12
O: 0.686 -0.767 1.586  0.04
O: -1.091 -4.526 -1.046  0.14
O: -2.093 -4.093 -3.775  0.12
O: -1.324 0.775 3.223  0.08
Br: -1.086 -2.661 -9.027  0.72
O: -1.173 -1.039 -0.293  0.09
C: -1.423 -2.364 -0.093  -0.41
C: 0.890 -1.354 2.635  -0.52
C: -1.105 -3.306 -1.216  -0.25
C: -1.479 -3.037 -3.704  -0.33
C: -0.433 1.343 3.841  -0.45
C: 1.782 3.468 -0.311  -0.09
C: -1.547 0.072 -5.878  -0.06
C: 1.369 4.128 0.859  -0.08
C: 2.311 2.170 -0.230  -0.07
C: -1.410 -0.494 -7.151  -0.12
C: -1.568 -0.748 -4.743  -0.02
C: -1.344 -2.695 -6.163  -0.05
C: 1.478 3.487 2.106  -0.05
C: 2.422 1.531 1.018  -0.04
C: -1.302 -1.879 -7.296  -0.66
C: -1.465 -2.145 -4.874  -0.15
C: 1.987 2.175 2.192  -0.21
N: -0.633 2.544 4.401  0.01
N: 1.062 -0.747 3.805  0.12
C: 1.003 -2.860 2.648  0.01
C: -0.534 -2.789 -2.540  -0.02
C: -1.875 3.306 4.276  -0.05
C: 2.145 1.495 3.547  -0.09
C: 0.945 0.693 4.101  -0.18
H: -1.063 -0.651 0.602  0.11
H: 1.695 3.959 -1.270  0.09
H: -1.633 1.149 -5.772  0.11
H: 0.968 5.130 0.798  0.09
H: 2.630 1.658 -1.127  0.10
H: -1.386 0.139 -8.033  0.10
H: -1.680 -0.290 -3.763  0.12
H: -1.271 -3.773 -6.291  0.12
H: 1.172 4.013 2.997  0.09
H: 2.830 0.533 1.070  0.10
H: 0.126 2.959 4.916  0.13
H: 1.210 -1.357 4.591  0.14
H: 1.028 -3.225 1.623  0.08
H: 1.913 -3.161 3.163  0.08
H: 0.130 -3.275 3.152  0.09
H: 0.401 -3.314 -2.742  0.15
H: -0.297 -1.729 -2.469  0.11
H: -2.021 3.593 3.232  0.09
H: -1.836 4.201 4.898  0.08
H: -2.720 2.686 4.584  0.09
H: 3.023 0.849 3.518  0.12
H: 2.374 2.279 4.270  0.11
H: 1.056 0.746 5.184  0.14


The following is a DFT calculation (wB97M-V/def2-TZVPD) of C9H12N2O4PbS as an isolated structure at a distorted geometry.

## Properties
Kohn-Sham gap ... 5.35 eV
Spin multiplicity ... 1
Energy above the lowest of the compared OMol25 structures with the same formula, charge and spin ... 1107.6 kJ/mol
LUMO level ... -9.4752 eV
Total charge ... +2
HOMO level ... -14.82 eV

Last column: Löwdin charge in e.
Cartesian coordinates (Å):
Pb: 0.001 0.001 -1.684  0.84
O: 0.149 3.184 -0.948  0.21
C: 0.093 1.978 -1.158  -0.13
C: -0.096 -1.982 -1.313  -0.14
O: -0.154 -3.193 -1.221  0.22
C: 1.983 -0.093 -1.341  -0.15
O: 3.196 -0.152 -1.278  0.21
C: -1.982 0.097 -1.382  -0.16
O: -3.195 0.155 -1.350  0.22
C: 0.031 0.654 -6.424  -0.11
H: -0.868 1.295 -6.535  0.06
H: 0.989 1.206 -6.515  0.06
C: -0.031 -0.653 -6.479  -0.11
H: 0.871 -1.283 -6.620  0.06
H: -0.987 -1.194 -6.641  0.06
C: -1.244 0.978 4.329  -0.02
N: -1.133 0.403 2.981  -0.02
C: 0.000 0.001 2.473  -0.89
S: -0.003 -0.011 0.938  0.88
N: 1.133 -0.402 2.980  -0.02
C: 1.244 -0.980 4.327  -0.02
H: -0.254 1.060 4.778  0.09
H: -1.900 0.346 4.945  0.11
H: -1.665 1.984 4.280  0.10
H: -2.027 0.494 2.431  0.18
H: 2.027 -0.493 2.430  0.18
H: 1.666 -1.986 4.276  0.11
H: 1.900 -0.350 4.944  0.11
H: 0.255 -1.063 4.776  0.09


The following is a DFT calculation (wB97M-V/def2-TZVPD) of C9H20N3O4Pt as an isolated structure at a distorted geometry.

## Properties
Kohn-Sham gap (spin up / spin down) ... 9.24 / 7.05 eV
Spin multiplicity ... 3
Energy above the lowest of the compared OMol25 structures with the same formula, charge and spin ... 32.4 kJ/mol
Expectation value of S² ... 2.005
LUMO level (spin up / spin down) ... -2.8887 / -5.0685 eV
Total charge ... +1
HOMO level (spin up / spin down) ... -12.13 / -12.12 eV

Last column: Löwdin charge in e.
Cartesian coordinates (Å):
Pt: 0.321 -0.308 -0.264  1.25
N: -1.543 0.180 -1.473  -0.06
C: -2.786 0.090 -0.697  -0.22
C: -2.716 -1.048 0.324  -0.11
C: -2.090 -0.547 1.648  -0.67
O: -2.779 -0.417 2.631  0.10
O: -0.826 -0.318 1.617  -0.19
H: -1.383 1.116 -1.837  0.10
H: -1.568 -0.482 -2.247  0.11
H: -3.633 -0.084 -1.372  0.13
H: -2.955 1.037 -0.179  0.14
H: -2.099 -1.863 -0.067  0.11
H: -3.713 -1.422 0.548  0.12
C: 4.615 2.119 -0.834  -0.02
N: 3.323 1.501 -1.051  -0.13
C: 3.342 0.086 -1.351  -0.02
C: 2.182 2.186 -0.981  -0.46
C: 2.249 3.665 -0.743  0.03
O: 1.058 1.657 -1.124  -0.12
H: 5.389 1.358 -0.903  0.10
H: 4.671 2.569 0.158  0.11
H: 4.822 2.887 -1.580  0.10
H: 3.726 -0.074 -2.362  0.12
H: 2.325 -0.334 -1.292  0.02
H: 3.980 -0.449 -0.647  0.11
H: 3.028 4.149 -1.326  0.09
H: 2.446 3.848 0.313  0.11
H: 1.286 4.104 -0.998  0.10
C: 2.335 -3.966 1.594  0.02
C: 1.489 -2.733 1.502  -0.54
N: 0.787 -2.362 2.555  0.23
O: 1.497 -2.095 0.430  -0.13
H: 2.204 -4.481 2.537  0.09
H: 3.379 -3.685 1.467  0.10
H: 2.072 -4.634 0.776  0.10
H: 0.743 -2.925 3.387  0.13
H: 0.191 -1.530 2.500  0.08